No. 1
Below is one molecule with the formula C26H19N3O2, with properties calculated with ωB97M-V/def2-TZVPD.

XYZ file:
```
50
Properties=species:S:1:pos:R:3:forces:R:3
O 2.6923 0.8038 3.2493 -0.4 -0.6 0.6
O -1.0752 -2.7080 -0.2780 0.1 1.6 -1.8
C 2.2991 1.3139 2.2282 1.4 -0.8 1.3
C -0.8362 -1.6290 -0.8638 0.5 -1.2 1.7
C 1.3495 1.7662 0.2265 -0.8 -1.8 0.5
C -0.0998 0.5168 -1.1931 -0.6 -2.9 1.2
C 1.3719 0.8095 1.2409 -1.3 1.1 -3.8
C -0.2079 -0.4754 -0.2441 1.0 0.9 -1.4
C -2.1496 -3.6259 -5.5342 0.2 0.5 0.0
C 4.2318 4.5711 1.5019 -0.3 0.0 -1.1
C 3.6403 4.8031 0.2311 -0.2 -0.7 1.0
C -2.1443 -2.2181 -5.6640 0.7 -0.6 1.1
C -1.7442 -4.2359 -4.3341 -0.4 1.3 -1.0
C -2.8656 0.0424 3.9109 1.3 -0.1 -0.7
C -2.4487 1.0930 3.0803 -0.6 0.3 0.0
C 3.8727 3.4516 2.2491 -0.8 -1.3 0.7
C 2.6542 3.9254 -0.2682 0.2 0.4 -0.3
C -1.7418 -1.4565 -4.5510 -0.4 -0.1 0.1
C -1.3217 -3.4549 -3.2674 -0.2 -0.8 1.3
C -2.1196 -1.1214 3.8982 0.5 0.8 -1.4
C -1.3822 0.9275 2.1697 -0.8 -0.7 1.4
C 2.8988 2.5695 1.7341 0.9 2.0 -0.7
C 2.3336 2.8204 0.4892 -0.3 0.8 -0.1
C -1.3811 -2.0676 -3.3034 -0.4 0.5 -2.4
C -1.0380 -1.2991 3.0110 0.2 0.2 1.1
C -0.6464 -0.2728 2.1232 -1.2 -0.3 1.2
N 0.5369 1.6857 -0.9302 1.1 0.7 0.4
N -0.6642 0.0980 -2.3922 -0.4 0.4 0.5
N -1.0737 -1.2710 -2.2078 0.8 1.1 0.7
C -0.2204 -2.5538 3.1891 0.1 -0.1 -0.7
C 0.4768 -0.4164 1.1082 -0.8 0.6 0.9
H -2.4255 -4.2304 -6.3923 -0.1 0.0 0.2
H 4.9918 5.2581 1.8801 -0.3 -0.2 -0.1
H 3.9304 5.6742 -0.3234 0.1 0.2 -0.2
H -2.4006 -1.7121 -6.6072 0.1 -0.4 0.6
H -1.7997 -5.3041 -4.2321 0.2 -0.2 0.0
H -3.6753 0.0440 4.6106 -0.5 0.7 0.1
H -3.0090 2.0522 3.1787 0.7 -0.7 -0.4
H 4.2995 3.2443 3.2551 -0.3 0.2 -0.9
H 2.1163 4.0901 -1.2221 0.6 0.1 0.6
H -1.7946 -0.3659 -4.6722 0.1 -0.5 0.3
H -1.0511 -3.9736 -2.3341 -0.1 0.5 -0.5
H -2.3906 -1.8836 4.5820 0.0 -0.8 0.4
H -1.1301 1.7636 1.5582 0.3 0.4 -0.5
H 0.4151 2.4641 -1.5434 0.2 0.4 -0.1
H -0.2606 0.4107 -3.2706 -0.1 -0.7 0.1
H 0.8386 -2.3011 3.3907 -0.4 -0.3 -0.3
H -0.5722 -3.1789 4.0153 -0.1 0.3 -0.1
H -0.3425 -3.1271 2.2549 0.5 -0.1 0.3
H 1.0626 -1.3165 1.2623 -0.1 -0.2 0.1
```
Forces are in eV/Å.

Output
Kohn-Sham gap: 7.4 eV
Lowest unoccupied orbital energy: -0.792 eV
Molecular weight: 405.46 g mol⁻¹
HOMO: -8.2 eV
Multiplicity: 1
SMILES: Cc1ccccc1[C@@H]1C2=C(Nc3[nH]n(-c4ccccc4)c(=O)c31)c1ccccc1C2=O

natural (NBO) population analysis, charges in e, atoms 1 to 4: -0.500 -0.637 0.513 0.628

---

No. 2
Below is C26H19N4OSnTe as an isolated structure, with properties calculated with ωB97M-V/def2-TZVPD.

XYZ file:
```
52
Properties=species:S:1:pos:R:3:forces:R:3
Sn 1.6698 0.1785 -3.1449 0.0 0.0 0.0
C -10.7731 1.2738 2.9173 0.0 0.0 0.0
O -10.0393 0.0726 2.7176 0.0 0.0 0.0
C -8.8648 0.1474 2.0655 0.0 0.0 0.0
C -8.3124 1.3251 1.5646 0.0 0.0 0.0
C -7.0940 1.2849 0.9086 0.0 0.0 0.0
C -6.4076 0.0874 0.7393 0.0 0.0 0.0
C -6.9732 -1.0862 1.2460 0.0 0.0 0.0
C -8.1836 -1.0614 1.8994 0.0 0.0 0.0
C -5.1227 0.0991 0.0465 0.0 0.0 0.0
N -4.5290 1.1690 -0.4405 0.0 0.0 0.0
C -3.3644 0.7172 -0.9866 0.0 0.0 0.0
C -3.2342 -0.6451 -0.8287 0.0 0.0 0.0
N -4.3711 -1.0294 -0.1649 0.0 0.0 0.0
C -2.0942 -1.3789 -1.2641 0.0 0.0 0.0
C -1.8941 -2.7605 -1.1226 0.0 0.0 0.0
C -0.7284 -3.3299 -1.5722 0.0 0.0 0.0
C 0.2394 -2.5183 -2.1622 0.0 0.0 0.0
N 0.0648 -1.2152 -2.3092 0.0 0.0 0.0
C -1.0719 -0.6327 -1.8733 0.0 0.0 0.0
C -1.1905 0.8004 -2.0400 0.0 0.0 0.0
N -0.1429 1.4498 -2.5925 0.0 0.0 0.0
C -0.1902 2.7649 -2.7390 0.0 0.0 0.0
C -1.2958 3.5168 -2.3432 0.0 0.0 0.0
C -2.3723 2.8756 -1.7774 0.0 0.0 0.0
C -2.3322 1.4851 -1.6124 0.0 0.0 0.0
H -11.6709 0.9878 3.4555 0.0 0.0 0.0
H -11.0496 1.7277 1.9637 0.0 0.0 0.0
H -10.2022 1.9871 3.5153 0.0 0.0 0.0
H -8.8205 2.2706 1.6796 0.0 0.0 0.0
H -6.6610 2.1953 0.5175 0.0 0.0 0.0
H -6.4755 -2.0430 1.1374 0.0 0.0 0.0
H -8.6286 -1.9645 2.2936 0.0 0.0 0.0
H -4.6217 -1.9587 0.1228 0.0 0.0 0.0
H -2.6530 -3.3770 -0.6579 0.0 0.0 0.0
H -0.5461 -4.3901 -1.4742 0.0 0.0 0.0
H 1.1742 -2.9318 -2.5203 0.0 0.0 0.0
H 0.6788 3.2391 -3.1790 0.0 0.0 0.0
H -1.2865 4.5879 -2.4831 0.0 0.0 0.0
H -3.2492 3.4170 -1.4478 0.0 0.0 0.0
Te 2.7742 0.4350 -0.6156 0.0 0.0 0.0
C 1.0381 0.0836 0.5422 0.0 0.0 0.0
C 0.8062 -1.1834 1.0707 0.0 0.0 0.0
C -0.3075 -1.4124 1.8686 0.0 0.0 0.0
C -1.1957 -0.3812 2.1422 0.0 0.0 0.0
C -0.9639 0.8849 1.6219 0.0 0.0 0.0
C 0.1515 1.1195 0.8283 0.0 0.0 0.0
H 1.5055 -1.9870 0.8765 0.0 0.0 0.0
H -0.4694 -2.3962 2.2917 0.0 0.0 0.0
H -2.0557 -0.5569 2.7760 0.0 0.0 0.0
H -1.6452 1.6966 1.8456 0.0 0.0 0.0
H 0.3410 2.1150 0.4443 0.0 0.0 0.0
```
Forces are in eV/Å.

Output
Kohn-Sham gap: 6.6 eV
Lowest unoccupied orbital energy: -3.768 eV
Molecular weight: 649.78 g mol⁻¹
HOMO: -10.4 eV
Multiplicity: 1
Charge: +1

natural (NBO) population analysis, charges in e, atoms 1 to 4: 0.936 -0.258 -0.475 0.340

---

No. 3
Below is C26H19N6ORuS as an isolated structure, with properties calculated with ωB97M-V/def2-TZVPD.

XYZ file:
```
54
Properties=species:S:1:pos:R:3:forces:R:3
Ru 0.1220 -0.4700 0.0943 0.4 0.1 -0.8
O -0.4285 -2.3512 -0.5187 0.2 0.0 0.0
N 0.4126 -3.3647 -0.2454 -0.1 0.0 0.0
C -0.0080 -4.5873 -0.6516 0.0 0.0 0.0
C 0.7540 -5.6948 -0.4286 0.0 0.0 0.0
C 1.9846 -5.5454 0.2246 0.0 0.0 0.0
C 2.3934 -4.2975 0.6117 0.0 0.1 0.0
C 1.5965 -3.1648 0.3705 0.0 0.0 -0.1
S 2.0840 -1.5615 0.7751 0.1 0.0 0.1
H -0.9659 -4.5789 -1.1479 0.0 0.0 0.0
H 0.3972 -6.6575 -0.7623 0.0 0.0 0.0
H 2.6073 -6.4072 0.4209 0.0 0.0 0.0
H 3.3390 -4.1397 1.1100 0.0 0.0 0.0
N 1.3651 3.2224 1.7373 0.0 0.0 0.1
C 1.4614 2.4195 0.6727 -0.1 0.0 0.1
N 0.6793 1.3785 0.8753 0.2 0.1 0.0
C 0.1322 1.6092 2.1044 -0.2 -0.2 0.0
N 0.5244 2.7232 2.6654 0.1 0.0 -0.2
C -0.7998 0.5972 2.5900 0.1 0.2 -0.1
C -1.5305 0.6609 3.7624 -0.1 -0.1 0.1
N -2.3929 -0.2906 4.1013 0.1 0.1 0.0
C -2.5111 -1.3121 3.2607 0.0 0.0 -0.1
C -1.7923 -1.4060 2.0782 0.0 0.0 0.2
N -0.9325 -0.4414 1.7389 -0.5 0.1 0.3
H 1.8354 4.0967 1.9060 0.0 0.0 0.0
H 2.0736 2.6118 -0.1916 0.0 0.0 0.0
H -1.4121 1.5045 4.4309 0.0 0.0 0.0
H -3.2133 -2.0927 3.5249 0.0 0.0 0.0
H -1.8859 -2.2365 1.3941 0.0 0.0 0.0
C -1.3292 0.1503 -1.0472 -0.1 -0.4 0.3
C -2.3049 0.1570 -1.8252 0.1 0.3 0.0
C -3.3349 0.1424 -2.7038 -0.2 0.0 -0.1
C -4.5766 -0.5473 -2.3133 0.1 0.1 0.0
C -4.9534 -0.5661 -0.9664 0.0 0.0 0.0
C -6.1019 -1.2259 -0.5717 0.0 0.0 0.0
C -6.8746 -1.8947 -1.5139 0.0 0.0 0.0
C -6.4989 -1.9007 -2.8499 0.0 0.0 0.0
C -5.3598 -1.2238 -3.2531 0.0 0.0 0.0
C -3.2077 0.7856 -4.0170 0.0 -0.1 0.1
C -4.3245 1.3057 -4.6807 0.0 0.0 0.0
C -4.1768 1.9319 -5.9061 0.0 0.0 0.0
C -2.9192 2.0334 -6.4856 0.0 0.0 0.0
C -1.8022 1.5272 -5.8311 0.0 0.0 0.0
C -1.9428 0.9155 -4.6002 0.0 0.0 0.0
H -4.3466 -0.0354 -0.2441 0.0 0.0 0.0
H -6.3996 -1.2173 0.4683 0.0 0.0 0.0
H -7.7745 -2.4099 -1.2048 0.0 0.0 0.0
H -7.0929 -2.4341 -3.5795 0.0 0.0 0.0
H -5.0582 -1.2512 -4.2908 0.0 0.0 0.0
H -5.3001 1.2587 -4.2177 0.0 0.0 0.0
H -5.0418 2.3445 -6.4072 0.0 0.0 0.0
H -2.8079 2.5107 -7.4504 0.0 0.0 0.0
H -0.8230 1.6129 -6.2825 0.0 0.0 0.0
H -1.0812 0.5139 -4.0833 0.0 0.0 0.0
```
Forces are in eV/Å.

Output
Kohn-Sham gap: 6.0 eV
Lowest unoccupied orbital energy: -4.162 eV
Molecular weight: 564.62 g mol⁻¹
HOMO: -10.2 eV
Multiplicity: 1
Charge: +1

natural (NBO) population analysis, charges in e, atoms 1 to 4: 0.557 -0.555 0.007 0.027

---

No. 4
Below is C26H20BrClN2O2PS4Sr as an isolated structure, with properties calculated with ωB97M-V/def2-TZVPD.

XYZ file:
```
58
Properties=species:S:1:pos:R:3:forces:R:3
Sr -0.6142 0.2952 0.5095 1.0 -1.7 2.1
S -2.5800 -1.9716 4.6512 -0.1 -0.1 0.1
C -1.9265 -1.1328 3.3423 -0.2 -0.2 0.4
S -2.9591 -0.4128 2.1634 -0.4 0.2 -0.3
S -0.2209 -0.9723 3.1566 0.4 0.0 0.2
Br -0.3883 -3.1491 -3.2020 0.0 -0.1 0.0
C -1.7195 -1.7772 -3.2975 0.2 -0.1 0.0
C -2.8607 -2.0305 -4.0357 -0.2 0.1 0.0
C -3.7875 -0.9975 -4.1224 0.2 -0.1 0.1
C -3.5053 0.2059 -3.5025 -0.1 0.1 0.0
C -2.3287 0.3371 -2.7751 0.1 0.0 0.0
N -1.4477 -0.6628 -2.6642 -0.1 0.0 0.0
C -1.9781 1.6707 -2.1027 0.1 0.3 -0.3
O -2.3879 2.6808 -2.6741 -0.1 -0.1 0.1
O -1.2762 1.5715 -1.0577 -1.2 1.6 -2.2
H -3.0132 -2.9835 -4.5193 0.0 0.0 0.0
H -4.7083 -1.1363 -4.6748 0.0 0.0 0.0
H -4.1674 1.0577 -3.5637 0.0 0.0 0.0
Cl 1.7732 -0.1621 -2.6441 0.0 0.1 0.0
C 3.4593 0.2274 -2.5105 0.3 -0.3 0.5
C 4.1096 0.7149 -3.6308 -0.1 0.0 -0.1
C 5.4528 1.0463 -3.5586 0.0 0.0 0.0
C 6.1427 0.8871 -2.3683 0.2 0.0 -0.1
C 5.4925 0.3963 -1.2502 -0.2 -0.2 0.0
C 4.1466 0.0318 -1.2949 -0.2 0.3 -0.4
P 3.2027 -0.2990 0.2489 -0.4 0.8 0.2
C 4.5028 -0.4065 1.5284 0.4 -0.5 0.1
C 4.4777 0.3949 2.6657 -0.1 0.0 -0.1
C 5.3885 0.1840 3.6892 0.1 -0.1 0.1
C 6.3248 -0.8390 3.5970 -0.1 0.1 0.0
C 6.3460 -1.6543 2.4756 0.1 -0.1 0.0
C 5.4366 -1.4455 1.4506 -0.1 0.3 0.1
C 2.7452 -2.0581 0.1588 0.0 -0.2 0.1
C 2.3154 -2.6426 1.3519 -0.1 0.1 -0.1
C 2.0092 -3.9932 1.4031 -0.1 -0.1 0.0
C 2.1356 -4.7776 0.2652 0.0 0.0 -0.1
C 2.5799 -4.2078 -0.9215 0.0 -0.1 0.0
C 2.8926 -2.8583 -0.9727 0.0 0.2 0.1
H 3.5556 0.8447 -4.5513 0.0 0.0 0.0
H 5.9515 1.4430 -4.4344 0.0 0.0 0.0
H 7.1897 1.1603 -2.3118 0.0 0.0 0.0
H 6.0226 0.2911 -0.3132 0.0 0.1 -0.1
H 3.7335 1.1758 2.7396 0.0 0.0 0.0
H 5.3600 0.8071 4.5743 0.0 0.0 0.0
H 7.0229 -1.0156 4.4071 0.0 0.0 0.0
H 7.0606 -2.4674 2.4123 0.0 0.0 0.0
H 5.4405 -2.0874 0.5766 0.0 -0.1 0.0
H 2.2203 -2.0359 2.2438 -0.1 0.0 0.0
H 1.6617 -4.4284 2.3320 0.0 0.1 0.0
H 1.8871 -5.8321 0.2990 0.0 0.0 0.0
H 2.6829 -4.8179 -1.8116 0.0 0.0 0.0
H 3.2619 -2.4275 -1.8941 0.0 0.0 0.0
N -1.0444 -2.4229 0.2416 0.2 -0.1 0.1
H -0.5320 -3.1614 -0.2241 0.0 0.0 -0.1
H -2.0270 -2.6707 0.2669 0.0 0.1 0.0
H -0.7346 -2.4051 1.2194 -0.1 0.0 0.0
S 2.8398 2.3531 0.5722 0.0 0.5 -0.1
C 1.9628 0.8709 0.6322 0.6 -0.9 -0.4
```
Forces are in eV/Å.

Output
Kohn-Sham gap (alpha / beta): 4.4 / 4.7 eV
Lowest unoccupied orbital energy (alpha / beta): 3.826 / 3.826 eV
⟨S²⟩: 0.75
Molecular weight: 754.68 g mol⁻¹
HOMO (alpha / beta): -0.6 / -0.9 eV
Multiplicity: 2
Charge: -2

natural (NBO) population analysis, charges in e, atoms 1 to 4: 1.770 -0.343 -0.509 -0.502

---

No. 5
Below is C26H20BrN3O4PdSSe as an isolated structure, with properties calculated with ωB97M-V/def2-TZVPD.

XYZ file:
```
57
Properties=species:S:1:pos:R:3:forces:R:3
Pd 0.3619 0.3897 0.3117 -0.5 0.5 0.2
C 1.9083 0.4592 3.6079 -0.1 0.0 0.0
O 2.3052 -0.3387 2.5115 0.1 0.0 0.0
C 2.2110 -1.6667 2.6137 -0.1 0.1 0.1
C 2.0653 -2.3691 3.7907 0.0 0.0 0.0
C 2.0337 -3.7654 3.7527 0.0 0.0 0.0
Br 1.8355 -4.7247 5.3905 0.0 0.0 0.0
C 2.1482 -4.4561 2.5817 0.0 0.0 0.0
C 2.2825 -3.7416 1.3740 0.0 -0.4 -0.1
C 2.2842 -2.3515 1.3734 -0.2 0.1 0.0
O 2.3113 -1.5929 0.2877 0.5 -0.1 0.1
C 2.4340 -4.4527 0.1070 0.0 0.1 0.3
N 2.5587 -3.8736 -1.0587 0.1 -0.1 -0.3
C 2.7298 -4.8991 -1.9749 0.0 0.1 0.0
C 2.9274 -4.8472 -3.3505 0.0 0.0 0.0
C 3.1007 -6.0422 -4.0254 0.0 -0.1 0.0
C 3.0753 -7.2728 -3.3520 0.0 0.1 0.0
C 2.8757 -7.3403 -1.9839 0.0 0.1 0.0
C 2.7028 -6.1340 -1.3161 0.1 -0.1 0.1
N 2.5191 -5.8196 0.0153 -0.1 -0.1 0.0
H 2.5978 0.3425 4.4516 0.0 0.0 0.0
H 0.8880 0.2079 3.9102 0.0 0.0 0.0
H 1.9324 1.4813 3.2413 0.0 0.0 0.0
H 1.9583 -1.8507 4.7309 0.0 0.0 0.0
H 2.0948 -5.5353 2.5937 0.1 0.0 0.0
H 2.4077 -2.1644 -0.5027 -0.1 0.0 -0.1
H 2.9391 -3.8950 -3.8639 0.0 0.0 0.0
H 3.2610 -6.0304 -5.0959 0.0 0.0 0.0
H 3.2103 -8.1888 -3.9131 0.0 0.0 0.0
H 2.8526 -8.2894 -1.4633 0.0 0.0 0.0
H 2.3953 -6.4658 0.7715 0.0 0.0 0.0
O -5.2739 -4.9644 -1.1484 0.0 0.0 0.0
C -4.3643 -4.0889 -1.6939 0.0 0.0 0.1
O -4.2019 -4.1330 -2.8880 0.0 0.1 0.0
C -3.6669 -3.1943 -0.7516 -0.1 -0.1 0.0
C -3.9483 -3.1375 0.6198 0.0 0.0 0.1
C -3.2287 -2.3261 1.4704 0.0 0.0 0.0
C -2.1702 -1.5149 1.0036 0.0 0.0 0.0
S -1.2256 -0.5356 2.0752 0.2 -0.2 -0.4
C -1.9265 -1.5421 -0.3914 -0.1 0.0 0.0
C -2.6498 -2.3580 -1.2334 0.1 0.0 0.0
H -5.2595 -4.8521 -0.1915 0.0 0.0 0.0
H -4.7559 -3.7194 1.0603 0.0 0.0 0.0
H -3.4663 -2.2979 2.5270 0.0 0.0 0.0
H -1.1433 -0.8741 -0.7633 -0.2 -0.2 -0.1
H -2.4444 -2.3682 -2.2970 0.0 0.0 0.0
Se -1.1495 2.9085 -1.5055 0.1 -0.1 0.1
C 0.4896 2.1339 -0.9102 0.0 0.1 0.0
C 1.2068 2.6279 0.2258 0.2 0.0 -0.2
C 2.5829 2.4477 0.3226 0.0 0.1 0.0
N 3.3393 1.7701 -0.5568 -0.1 0.0 0.0
C 2.6532 1.1599 -1.5258 0.0 0.0 0.0
C 1.2702 1.2517 -1.7158 0.2 0.0 0.2
H 0.6980 3.2978 0.9065 0.0 0.0 0.1
H 3.1219 2.9119 1.1476 0.0 0.0 0.0
H 3.2458 0.5784 -2.2307 0.0 0.0 0.0
H 0.8208 0.8254 -2.6038 0.0 0.0 0.0
```
Forces are in eV/Å.

Output
Kohn-Sham gap: 3.9 eV
Lowest unoccupied orbital energy: 3.592 eV
Molecular weight: 735.81 g mol⁻¹
HOMO: -0.3 eV
Multiplicity: 1
Charge: -2

natural (NBO) population analysis, charges in e, atoms 1 to 4: 0.157 -0.258 -0.457 0.302

---

Largest force on an atom
In order: 4.2 0.1 0.9 3.0 0.8
Unit: eV Å⁻¹
Energy relative to the best compared isomer or geometry (same formula, charge and spin)
In order: 33.42 0.00 0.00 15.64 14.54
Unit: kcal/mol